Density functional theory data (ωB97M-V/def2-TZVPD) for C32H27AsN6O9PReS2 as an isolated structure at a distorted geometry.

The calculation puts the HOMO energy (alpha / beta) at -11.129 / -11.131 eV. Its gap between HOMO and LUMO (alpha / beta) is 7.432 / 6.694 eV. The value obtained for the total energy is -154915.9819 eV. Its expectation value of S² is 3.77.

The geometry in ORCA input format:
```
! RIJCOSX wB97M-V def2-TZVPD def2/J DEFGRID3
* xyz 1 4
Re -0.134 -0.001 -0.003
O -0.617 -3.936 1.497
S -1.078 -2.904 0.631
O -0.581 -2.931 -0.744
O -0.848 -1.512 1.194
C -2.813 -2.956 0.341
C -3.671 -3.851 0.944
C -4.975 -3.928 0.478
C -5.383 -3.125 -0.579
C -4.519 -2.202 -1.152
C -3.210 -2.104 -0.692
P -2.073 -0.823 -1.375
C -3.315 0.522 -1.513
C -3.994 0.823 -0.328
C -4.928 1.841 -0.290
C -5.201 2.574 -1.439
C -4.552 2.266 -2.623
C -3.613 1.243 -2.664
C -1.639 -1.309 -3.063
C -1.728 -2.631 -3.490
C -1.329 -2.968 -4.774
C -0.843 -1.995 -5.635
C -0.741 -0.678 -5.211
C -1.128 -0.336 -3.925
H -3.306 -4.482 1.744
H -5.668 -4.626 0.928
H -6.392 -3.211 -0.958
H -4.866 -1.560 -1.952
H -3.796 0.243 0.566
H -5.450 2.061 0.632
H -5.929 3.373 -1.414
H -4.782 2.814 -3.527
H -3.141 0.997 -3.604
H -2.090 -3.389 -2.809
H -1.396 -3.997 -5.102
H -0.547 -2.263 -6.640
H -0.361 0.083 -5.880
H -1.040 0.689 -3.588
N -0.240 3.269 -1.148
C 0.513 2.506 -1.920
N 1.070 3.057 -2.989
C 1.795 2.269 -3.772
N 2.335 2.780 -4.872
N 2.034 0.956 -3.525
C 1.491 0.485 -2.446
N 0.675 1.174 -1.604
C 1.865 -0.863 -1.998
C 2.715 -1.684 -2.709
C 3.196 -2.830 -2.091
C 2.867 -3.068 -0.768
C 1.971 -2.223 -0.137
N 1.435 -1.175 -0.764
H -0.294 4.249 -1.366
H -0.682 2.891 -0.320
H 2.247 3.765 -5.054
H 2.945 2.210 -5.430
H 3.001 -1.392 -3.708
H 3.849 -3.506 -2.626
H 3.276 -3.904 -0.221
H 1.674 -2.392 0.888
O 0.706 -1.200 3.455
As 1.580 0.215 2.923
O 3.141 -0.219 3.014
O 1.211 0.702 1.313
C 1.113 1.686 4.084
C 1.648 1.644 5.364
C 1.378 2.662 6.262
C 0.583 3.728 5.864
C 0.050 3.776 4.588
C 0.306 2.751 3.684
S -1.602 1.792 2.194
O -1.291 0.587 2.922
O -0.255 2.816 2.423
O -1.406 1.533 0.664
H 1.366 -1.874 3.677
H 2.292 0.812 5.622
H 1.783 2.626 7.264
H 0.364 4.528 6.559
H -0.579 4.602 4.279
*
```

Atom charges from the Mulliken analysis, given in e for atoms 1 to 5: atom 1 (Re): 3.80, atom 2 (O): -0.69, atom 3 (S): 1.38, atom 4 (O): -0.53, atom 5 (O): -0.83

Density functional theory data (ωB97M-V/def2-TZVPD) for C32H27Br6N5O10 as an isolated structure at a distorted geometry.

The calculation puts the HOMO energy (alpha / beta) at -12.005 / -12.004 eV. Its gap between HOMO and LUMO (alpha / beta) is 6.704 / 2.823 eV. The value obtained for the total energy is -481775.0288 eV. Its expectation value of S² is 0.77.

The geometry in ORCA input format:
```
! RIJCOSX wB97M-V def2-TZVPD def2/J DEFGRID3
* xyz 1 2
C 3.240 2.984 0.029
Br 1.786 1.955 -0.964
Br 2.574 4.285 1.292
Br 4.459 3.913 -1.280
H 3.816 2.228 0.562
C 8.200 0.366 2.642
Br 8.169 2.295 2.126
Br 6.423 -0.465 2.619
Br 9.001 0.309 4.383
H 8.908 -0.132 1.979
C -3.173 -0.109 -3.631
C -3.574 -0.367 -4.918
C -4.289 0.590 -5.483
C -4.443 1.868 -4.991
C -3.929 2.148 -3.704
C -3.260 1.166 -2.995
N -5.198 2.912 -5.734
O -5.657 2.637 -6.853
O -5.359 4.031 -5.253
H -2.597 -0.808 -3.043
H -3.533 -1.342 -5.382
H -4.711 0.416 -6.461
H -3.964 3.115 -3.224
H -2.855 1.249 -1.997
C 0.369 -1.568 -3.913
C 1.173 -0.471 -4.222
C 2.501 -0.580 -3.680
C 2.854 -1.556 -2.783
C 2.035 -2.614 -2.485
C 0.789 -2.631 -2.992
N 4.222 -1.403 -2.123
O 5.067 -0.604 -2.580
O 4.457 -2.076 -1.109
H -0.623 -1.497 -4.334
H 0.867 0.389 -4.799
H 3.118 0.257 -3.970
H 2.247 -3.297 -1.676
H 0.059 -3.418 -2.871
C 0.829 4.197 4.177
C -0.187 3.253 4.514
C -1.139 3.623 5.452
C -1.322 5.000 5.797
C -0.482 5.938 5.280
C 0.633 5.590 4.540
N -2.255 5.327 6.978
O -2.117 6.374 7.509
O -3.070 4.477 7.405
H 1.617 3.673 3.656
H 0.047 2.217 4.315
H -1.789 2.943 5.982
H -0.612 6.943 5.651
H 1.273 6.416 4.265
C -4.207 -4.578 0.534
C -4.053 -5.975 0.496
C -2.840 -6.432 0.012
C -1.853 -5.506 -0.455
C -2.092 -4.163 -0.454
C -3.283 -3.702 0.021
N -0.577 -6.146 -0.949
O -0.506 -7.343 -0.825
O 0.222 -5.442 -1.590
H -5.101 -4.182 0.992
H -4.740 -6.764 0.760
H -2.699 -7.502 -0.017
H -1.365 -3.470 -0.853
H -3.554 -2.658 -0.028
C 2.826 -1.062 2.204
C 2.412 0.239 2.374
C 1.180 0.632 2.006
C 0.388 -0.198 1.131
C 0.808 -1.501 0.917
C 1.964 -1.875 1.533
N -0.965 0.288 0.621
O -1.336 -0.039 -0.523
O -1.554 1.188 1.234
H 3.793 -1.453 2.485
H 3.057 0.954 2.863
H 0.770 1.581 2.319
H 0.333 -2.211 0.256
H 2.374 -2.827 1.229
*
```

Atom charges from the Mulliken analysis, given in e for atoms 1 to 5: atom 1 (C): -0.48, atom 2 (Br): 0.22, atom 3 (Br): 0.13, atom 4 (Br): 0.02, atom 5 (H): 0.39

Density functional theory data (ωB97M-V/def2-TZVPD) for C32H27Cl4N5O2PSV as an isolated structure at a distorted geometry.

The calculation puts the HOMO energy (alpha / beta) at -3.557 / -4.842 eV. Its gap between HOMO and LUMO (alpha / beta) is 5.890 / 7.170 eV. The value obtained for the total energy is -141071.4104 eV. The value obtained for the energy above the lowest of the compared OMol25 structures with the same formula, charge and spin is 64.5 kJ/mol. Its expectation value of S² is 3.77.

The geometry in ORCA input format:
```
! RIJCOSX wB97M-V def2-TZVPD def2/J DEFGRID3
* xyz -1 4
V -0.125 0.062 0.175
Cl -0.503 1.997 1.533
C -2.251 2.023 1.746
C -2.799 3.198 2.227
C -4.161 3.289 2.421
C -4.962 2.199 2.120
C -4.393 1.030 1.643
Cl -5.471 -0.299 1.289
C -3.004 0.873 1.440
S -2.284 -0.640 0.923
H -2.147 4.040 2.433
H -4.600 4.204 2.805
H -6.035 2.244 2.258
O 2.172 0.423 -3.033
C 1.247 0.922 -2.412
O 1.206 1.223 -1.152
C -0.078 1.287 -3.125
P -1.254 1.631 -1.744
C -2.894 1.665 -2.613
C -3.272 2.650 -3.531
C -4.507 2.591 -4.167
C -5.386 1.547 -3.893
C -5.028 0.567 -2.977
C -3.789 0.626 -2.340
C -1.053 3.441 -1.473
C -2.093 4.134 -0.852
C -1.936 5.452 -0.448
C -0.729 6.107 -0.660
C 0.306 5.438 -1.300
C 0.147 4.114 -1.700
H -0.416 0.456 -3.736
H 0.056 2.157 -3.765
H -2.598 3.473 -3.738
H -4.787 3.362 -4.874
H -6.351 1.508 -4.383
H -5.715 -0.240 -2.749
H -3.512 -0.125 -1.604
H -3.041 3.634 -0.679
H -2.752 5.962 0.052
H -0.591 7.127 -0.320
H 1.252 5.936 -1.473
H 0.976 3.603 -2.170
Cl -1.885 -5.238 3.203
C -1.605 -3.517 2.777
Cl -0.337 -3.303 1.586
H -1.302 -2.990 3.671
H -2.516 -3.111 2.361
N -1.734 -2.702 -3.817
N -0.884 -2.422 -2.755
N 0.175 -3.146 -2.484
C 0.667 -2.495 -1.441
N -0.089 -1.423 -1.124
N -1.085 -1.403 -1.990
H -2.239 -3.552 -3.599
H -2.378 -1.920 -3.877
H 1.555 -2.782 -0.904
C 1.042 -0.629 5.898
C -0.128 -0.649 5.099
C -0.033 -0.580 3.734
C 1.217 -0.512 3.057
C 1.290 -0.499 1.605
C 2.584 -0.535 1.099
C 3.755 -0.474 1.906
C 3.663 -0.427 3.261
C 2.383 -0.489 3.875
C 2.262 -0.536 5.292
H 0.965 -0.691 6.978
H -1.104 -0.709 5.569
H -0.937 -0.589 3.134
H 2.732 -0.602 0.024
H 4.731 -0.448 1.428
H 4.550 -0.367 3.885
H 3.171 -0.512 5.888
*
```

Atom charges from the Mulliken analysis, given in e for atoms 1 to 5: atom 1 (V): -0.04, atom 2 (Cl): -0.30, atom 3 (C): 0.98, atom 4 (C): -0.85, atom 5 (C): -0.51

Q: Number 1 is which compound?
A: C32H27AsN6O9PReS2

Please write out number 1 again, unchanged.
Density functional theory data (ωB97M-V/def2-TZVPD) for C32H27AsN6O9PReS2 as an isolated structure at a distorted geometry.

The calculation puts the HOMO energy (alpha / beta) at -11.129 / -11.131 eV. Its gap between HOMO and LUMO (alpha / beta) is 7.432 / 6.694 eV. The value obtained for the total energy is -154915.9819 eV. Its expectation value of S² is 3.77.

The geometry in ORCA input format:
```
! RIJCOSX wB97M-V def2-TZVPD def2/J DEFGRID3
* xyz 1 4
Re -0.134 -0.001 -0.003
O -0.617 -3.936 1.497
S -1.078 -2.904 0.631
O -0.581 -2.931 -0.744
O -0.848 -1.512 1.194
C -2.813 -2.956 0.341
C -3.671 -3.851 0.944
C -4.975 -3.928 0.478
C -5.383 -3.125 -0.579
C -4.519 -2.202 -1.152
C -3.210 -2.104 -0.692
P -2.073 -0.823 -1.375
C -3.315 0.522 -1.513
C -3.994 0.823 -0.328
C -4.928 1.841 -0.290
C -5.201 2.574 -1.439
C -4.552 2.266 -2.623
C -3.613 1.243 -2.664
C -1.639 -1.309 -3.063
C -1.728 -2.631 -3.490
C -1.329 -2.968 -4.774
C -0.843 -1.995 -5.635
C -0.741 -0.678 -5.211
C -1.128 -0.336 -3.925
H -3.306 -4.482 1.744
H -5.668 -4.626 0.928
H -6.392 -3.211 -0.958
H -4.866 -1.560 -1.952
H -3.796 0.243 0.566
H -5.450 2.061 0.632
H -5.929 3.373 -1.414
H -4.782 2.814 -3.527
H -3.141 0.997 -3.604
H -2.090 -3.389 -2.809
H -1.396 -3.997 -5.102
H -0.547 -2.263 -6.640
H -0.361 0.083 -5.880
H -1.040 0.689 -3.588
N -0.240 3.269 -1.148
C 0.513 2.506 -1.920
N 1.070 3.057 -2.989
C 1.795 2.269 -3.772
N 2.335 2.780 -4.872
N 2.034 0.956 -3.525
C 1.491 0.485 -2.446
N 0.675 1.174 -1.604
C 1.865 -0.863 -1.998
C 2.715 -1.684 -2.709
C 3.196 -2.830 -2.091
C 2.867 -3.068 -0.768
C 1.971 -2.223 -0.137
N 1.435 -1.175 -0.764
H -0.294 4.249 -1.366
H -0.682 2.891 -0.320
H 2.247 3.765 -5.054
H 2.945 2.210 -5.430
H 3.001 -1.392 -3.708
H 3.849 -3.506 -2.626
H 3.276 -3.904 -0.221
H 1.674 -2.392 0.888
O 0.706 -1.200 3.455
As 1.580 0.215 2.923
O 3.141 -0.219 3.014
O 1.211 0.702 1.313
C 1.113 1.686 4.084
C 1.648 1.644 5.364
C 1.378 2.662 6.262
C 0.583 3.728 5.864
C 0.050 3.776 4.588
C 0.306 2.751 3.684
S -1.602 1.792 2.194
O -1.291 0.587 2.922
O -0.255 2.816 2.423
O -1.406 1.533 0.664
H 1.366 -1.874 3.677
H 2.292 0.812 5.622
H 1.783 2.626 7.264
H 0.364 4.528 6.559
H -0.579 4.602 4.279
*
```

Atom charges from the Mulliken analysis, given in e for atoms 1 to 5: atom 1 (Re): 3.80, atom 2 (O): -0.69, atom 3 (S): 1.38, atom 4 (O): -0.53, atom 5 (O): -0.83

Q: Among the records above, which one has the highest total energy?
A: C32H27Cl4N5O2PSV